This record from OMol25 describes a structure of composition C16H27BClNO7Si2 in a non-equilibrium geometry. The level of theory is ωB97M-V/def2-TZVPD.

Geometry as XYZ:
```
55
Properties=species:S:1:pos:R:3:forces:R:3
C -2.01524 0.24377 1.92713 0.99 0.90 0.39
C -0.52927 -0.23219 1.32490 -1.50 0.36 0.20
C -0.19847 -1.67274 2.03422 0.33 0.98 0.93
Si -0.58630 -3.22315 0.96017 0.20 -2.21 1.38
N -1.81571 -4.20665 1.90179 2.16 0.20 0.48
C -1.40207 -2.85441 -0.74462 -0.70 -0.61 -1.10
C -1.25988 -4.07140 -1.85160 -1.75 3.15 -7.13
O -1.49827 -3.72982 -3.14710 1.79 -2.71 8.71
Cl -0.85035 -5.84131 -1.47620 -0.59 2.46 -0.20
O 0.84889 -4.29044 0.84914 -0.61 3.17 -1.06
Si 2.17352 -3.46779 0.03568 -1.68 -1.89 0.25
B 3.73570 -3.46150 1.19414 3.48 -0.47 2.39
O 4.75334 -4.53002 1.24150 -1.79 2.80 1.49
O 3.90788 -2.29109 2.07787 -1.38 -2.41 0.26
O 0.40706 0.85591 1.65729 0.89 -1.97 -1.00
C 1.74111 0.64172 1.07349 1.28 0.75 -0.36
C 1.89114 1.08150 -0.49895 0.82 1.95 -3.99
C 2.66282 2.52704 -0.82465 -0.96 -1.57 -3.29
C 2.92809 3.07760 -2.37747 -1.73 -3.58 -0.15
C 2.44184 2.19881 -3.70429 -1.02 -1.82 5.39
C 1.64835 0.77171 -3.34793 1.39 2.18 2.01
C 1.39086 0.22687 -1.80704 1.83 3.47 -0.76
H -1.97438 0.16354 3.11750 -0.09 -0.06 -2.59
H -2.14938 1.40144 1.70023 0.16 -2.79 0.26
H -2.89858 -0.39668 1.49799 1.80 1.26 0.79
H -0.58898 -0.27316 0.14429 0.07 -0.11 2.38
H -0.87511 -1.73120 3.01394 1.51 0.09 -2.06
H 0.91961 -1.75247 2.42968 -2.24 0.30 -0.94
H -1.36559 -5.13294 2.15427 -0.83 1.32 -0.49
H -1.91600 -3.70935 2.81477 -0.10 -0.66 -0.91
H -2.57288 -2.73832 -0.54893 2.48 -0.34 -0.44
H -1.05075 -1.86842 -1.26790 -0.68 -2.07 0.75
H 1.77586 -2.08407 -0.18961 -0.24 0.33 -0.17
H 2.50111 -4.14048 -1.22686 -0.21 -0.02 -0.27
H 5.26645 -4.43295 2.10507 -0.77 0.01 -1.72
H 3.17362 -2.30577 2.76747 1.30 0.29 -1.35
H 2.16507 -0.44664 1.19625 -1.11 1.99 -0.23
H 2.48581 1.34453 1.68723 -1.77 -1.47 -1.40
H 3.06519 3.24324 0.02917 -1.03 -1.88 -1.84
H 3.50072 4.08511 -2.61590 -1.33 -2.30 0.90
H 2.63704 2.54234 -4.80708 -0.46 -0.76 2.48
H 1.28953 0.13531 -4.28859 0.77 1.38 2.49
H 0.83381 -0.79576 -1.67691 1.28 2.29 -0.33
O -2.95944 1.68905 -0.91029 0.51 1.72 0.94
C -2.87271 2.85177 -0.55149 -0.35 -2.14 -0.58
O -2.19831 3.26580 0.56115 -0.18 -0.48 -0.60
C -2.39686 4.66807 0.73435 0.20 0.57 0.52
C -2.77774 5.18705 -0.62746 0.03 0.85 -0.38
C -3.52030 4.02103 -1.22946 0.12 0.41 -0.34
H -3.19011 4.81984 1.47386 0.05 -0.03 -0.04
H -1.47554 5.12814 1.10329 -0.12 -0.31 0.06
H -3.36633 6.10746 -0.58823 0.13 -0.10 0.07
H -1.87312 5.38858 -1.21403 -0.14 0.00 0.13
H -4.58316 4.03924 -0.97295 0.05 -0.13 -0.12
H -3.38359 3.97427 -2.31230 -0.28 -0.27 0.20
```
Forces are in eV/Å.

The value obtained for the HOMO energy is -8.51 eV. The frontier orbital gap comes out at 8.6 eV. As for the total charge: 0.

***

This record from OMol25 describes a structure of composition C31H27Br2N6O2RuS2. The level of theory is ωB97M-V/def2-TZVPD.

Geometry as XYZ:
```
71
Properties=species:S:1:pos:R:3:forces:R:3
Ru 0.59208 -0.76623 0.09311 -0.05 -0.65 -0.45
O 1.54745 1.72104 1.87332 0.09 0.04 0.08
S 1.01853 0.80797 2.84977 -0.01 0.57 -0.19
O 1.91849 0.11731 3.72350 0.00 -0.07 -0.02
N 0.17062 -0.29644 1.94058 -0.11 -0.62 0.51
C -0.60326 -1.28282 2.60587 0.07 0.41 -0.18
C -0.75516 -1.45329 3.96261 -0.04 -0.11 0.04
C -1.62864 -2.44597 4.45871 0.04 0.05 -0.04
C -2.34623 -3.24922 3.61950 0.00 -0.01 -0.06
C -2.20260 -3.10725 2.21620 -0.03 0.00 0.08
C -2.89541 -3.89225 1.27141 -0.02 -0.02 0.01
C -2.68710 -3.68574 -0.06508 0.00 0.02 -0.01
C -1.76646 -2.71116 -0.47070 -0.06 -0.03 -0.06
N -1.09848 -1.96339 0.38574 0.16 0.14 0.12
C -1.31939 -2.13271 1.72452 -0.03 0.02 0.05
C -0.20516 1.64918 3.79038 0.00 -0.05 0.00
C 0.14283 2.09750 5.05607 -0.02 -0.05 0.02
C -0.78493 2.83408 5.77759 -0.03 0.01 0.01
C -2.03551 3.09993 5.23754 0.02 0.00 0.02
C -2.37045 2.63843 3.96972 0.01 -0.02 -0.01
C -1.45062 1.91125 3.23326 0.02 0.08 -0.01
H -0.20666 -0.84721 4.66779 0.02 0.00 -0.02
H -1.72386 -2.55779 5.53001 -0.01 -0.01 0.00
H -3.02015 -4.00171 4.00737 0.00 0.01 0.00
H -3.58618 -4.65273 1.61377 0.00 0.00 0.00
H -3.20171 -4.26719 -0.81614 -0.01 0.00 0.01
H -1.55890 -2.54959 -1.52030 0.04 -0.01 0.01
H 1.11685 1.86822 5.46806 0.00 0.00 -0.01
H -0.53073 3.19554 6.76455 0.00 0.00 0.00
H -2.75641 3.66920 5.80888 0.00 0.00 0.00
H -3.34962 2.84432 3.55872 0.00 0.00 0.00
H -1.69678 1.54895 2.24174 0.01 0.00 0.00
Br 2.19332 -2.58692 1.10503 -0.03 -0.04 -0.06
C 3.35062 -1.14868 0.63407 0.12 0.06 0.05
C 4.70376 -1.19266 0.87103 -0.03 -0.05 0.02
C 5.43309 -0.08199 0.47770 0.03 0.03 -0.01
C 4.77784 0.98109 -0.12540 0.01 -0.01 0.00
C 3.41103 0.91639 -0.30838 0.03 -0.09 0.00
N 2.69074 -0.14575 0.07480 -0.15 0.15 0.01
H 5.15981 -2.04980 1.34412 0.00 0.00 0.00
H 6.50197 -0.05202 0.64026 0.00 0.01 0.00
H 5.31748 1.86025 -0.44595 -0.01 0.00 0.00
H 2.88243 1.73109 -0.77375 -0.04 0.03 -0.03
Br 0.16702 4.89722 -0.71924 0.00 0.01 -0.01
C -0.68668 3.23109 -0.80484 0.07 -0.01 0.00
C -2.04003 3.12102 -1.05919 -0.06 0.09 -0.01
C -2.59031 1.85117 -1.09858 -0.07 -0.10 -0.03
C -1.78806 0.75222 -0.87347 0.12 -0.02 -0.19
N -0.47344 0.86404 -0.62139 -0.15 0.06 0.44
C 0.06053 2.08821 -0.58235 -0.02 -0.11 -0.13
H -2.64655 4.00273 -1.21672 0.00 0.00 0.00
H -3.64364 1.70561 -1.29402 0.00 0.01 0.00
H -2.19455 -0.24493 -0.90641 -0.01 0.02 0.04
H 1.09994 2.16363 -0.33335 0.08 0.00 0.09
C 1.29467 -1.96235 -7.01800 0.00 -0.01 0.01
C 0.85458 -1.18361 -5.82743 0.01 0.00 -0.02
C 0.22823 0.03350 -5.86518 -0.01 0.02 -0.05
C -0.11340 0.64676 -4.65397 0.03 -0.04 0.08
N 0.13697 0.07882 -3.47085 0.01 0.05 -0.08
C 0.74290 -1.09879 -3.43782 0.10 0.06 0.07
S 1.11710 -1.95752 -2.00428 -0.09 0.15 -0.07
N 1.09927 -1.71230 -4.60645 -0.02 0.03 -0.01
C -0.77523 1.98217 -4.61754 0.00 0.00 0.00
H 1.00378 -1.45836 -7.93479 0.00 0.01 0.00
H 0.84913 -2.95848 -7.00883 0.00 0.00 0.00
H 2.38026 -2.07723 -7.01309 0.00 0.00 0.00
H 0.01088 0.50459 -6.81178 0.00 -0.01 0.00
H 1.57369 -2.60486 -4.53794 -0.01 -0.01 0.01
H -1.00885 2.35379 -5.61154 0.00 0.00 0.00
H -0.11656 2.69351 -4.11499 0.00 0.00 0.00
H -1.69017 1.91711 -4.02752 0.00 0.00 0.00
```
Forces are in eV/Å.

The value obtained for the HOMO energy (spin up / spin down) is -13.27 / -13.39 eV. As for the spin multiplicity: 2. The frontier orbital gap (spin up / spin down) comes out at 7.9 / 6.2 eV. As for the total charge: +2. The energy relative to the best compared isomer or geometry (same formula, charge and spin) is 0.000 eV. As for the expectation value of S²: 0.76.

***

This record from OMol25 describes an isolated molecule of C5H8N2 in a non-equilibrium geometry. The level of theory is ωB97M-V/def2-TZVPD.

Geometry as XYZ:
```
15
Properties=species:S:1:pos:R:3:forces:R:3
C -1.30033 -1.25633 0.53170 -0.27 0.00 -0.04
N -0.13421 -0.50113 0.14786 -0.11 -0.35 -0.46
C 1.12261 -1.03510 0.21752 0.79 0.75 -0.54
C 2.02959 -0.01162 -0.04301 -0.25 -0.33 -0.19
C 1.26390 1.14977 -0.33841 -0.17 0.06 0.11
C -0.06718 0.79076 -0.24589 0.03 0.08 0.20
N -1.26538 1.44573 -0.57595 0.03 0.28 0.15
H -2.14729 -0.98027 -0.09604 -0.01 -0.02 0.06
H -1.10239 -2.32915 0.42352 0.02 0.30 -0.06
H -1.53634 -1.07076 1.58574 -0.11 -0.02 -0.15
H 1.12807 -2.06462 -0.07682 0.70 -0.64 0.88
H 3.11765 -0.06253 -0.06933 -0.46 -0.21 -0.12
H 1.62554 2.12892 -0.62292 -0.01 -0.12 0.11
H -1.83586 1.63140 0.23878 -0.08 0.16 -0.02
H -1.06744 2.31039 -1.05831 -0.10 0.06 0.07
```
Forces are in eV/Å.

The value obtained for the HOMO energy is -7.44 eV. The frontier orbital gap comes out at 8.4 eV. As for the total charge: 0. The energy relative to the best compared isomer or geometry (same formula, charge and spin) is 0.811 eV.

***

This record from OMol25 describes a cluster of 3 separate species, C4H14NO2 in total in a non-equilibrium geometry. The level of theory is ωB97M-V/def2-TZVPD.

Geometry as XYZ:
```
21
Properties=species:S:1:pos:R:3:forces:R:3
C 0.08335 -0.64854 -1.28426 -0.88 0.33 -2.26
N -0.96629 -0.91248 -0.28136 -0.88 0.76 2.72
C -0.10707 -1.08181 1.10259 -2.62 0.77 -1.51
C 0.90957 -2.04424 0.52972 -1.79 1.18 0.07
C 1.32616 -1.31339 -0.70836 -1.41 -3.45 -2.79
H 0.37135 0.49340 -1.33836 -1.59 -2.14 -0.04
H -0.40438 -1.04954 -2.25527 1.57 0.88 1.18
H -1.65965 -0.13256 -0.32309 0.47 -0.34 0.75
H -1.52995 -1.80969 -0.24292 1.09 1.15 -1.14
H 0.25076 -0.11359 1.33297 0.94 1.10 -0.18
H -0.92121 -1.13746 1.82856 0.47 -1.46 0.34
H 0.42235 -2.95420 0.27120 -0.17 -1.01 0.02
H 1.73374 -2.19492 1.12862 1.61 -0.58 1.58
H 1.88582 -0.49375 -0.49770 2.81 1.58 0.57
H 1.70928 -2.09751 -1.43871 0.27 1.54 0.83
H 1.14302 2.86824 1.00733 0.69 -1.28 1.20
H 1.45025 3.82158 -0.10691 -0.79 -0.04 0.65
O 0.74010 3.55013 0.51913 0.12 1.36 -1.95
H -1.68663 2.65056 -0.39187 -0.51 -1.74 2.59
H -2.79323 2.54898 0.72545 1.82 -1.27 -0.48
O -1.95734 2.05077 0.42325 -1.22 2.68 -2.15
```
Forces are in eV/Å.

The value obtained for the HOMO energy is -14.63 eV. The frontier orbital gap comes out at 11.5 eV. As for the total charge: +1. The energy relative to the best compared isomer or geometry (same formula, charge and spin) is 2.388 eV.

***

Record order is preserved below.
Energy: -2271.0917, -7715.4147, -304.8057, -365.7430 a.u.